Formula: C24H76N6O11
Source: OMol25
Level of theory: ωB97M-V with the def2-TZVPD basis set

Its energy above the lowest of the compared OMol25 structures with the same formula, charge and spin is 25.5 kJ/mol. As for the multiplicity: 2. As for the molecular weight: 624.90 g mol⁻¹. Its expectation value of S² is 0.751. The net charge is -1.

Last column: Löwdin charge in e.
Geometry (Å):
C -1.36 3.13 -1.39  -0.05
C -2.40 3.54 -2.40  -0.40
C -3.76 2.78 -2.22  -0.17
O -3.55 1.36 -2.27  -0.27
C -4.64 0.62 -2.83  -0.20
N -2.72 4.92 -2.11  0.01
H -0.43 3.66 -1.58  0.09
H -1.14 2.06 -1.41  0.05
H -1.59 3.38 -0.36  0.06
H -2.02 3.55 -3.43  0.13
H -4.53 3.09 -2.93  0.11
H -4.17 3.08 -1.25  0.12
H -4.65 0.60 -3.92  0.07
H -5.60 1.02 -2.51  0.07
H -4.57 -0.43 -2.54  0.03
H -3.71 5.12 -2.21  0.06
H -2.54 5.21 -1.16  0.06
C -0.89 2.11 2.69  -0.09
C -0.60 3.54 3.15  -0.40
C 0.48 4.28 2.27  -0.20
O 0.47 5.69 2.42  -0.20
C 1.68 6.25 1.88  -0.09
N -1.92 4.17 3.09  0.03
H 0.01 1.50 2.77  0.06
H -1.38 2.03 1.72  0.07
H -1.61 1.60 3.32  0.07
H -0.29 3.47 4.19  0.13
H 0.24 4.09 1.22  0.11
H 1.44 3.79 2.40  0.12
H 1.66 7.32 2.05  0.08
H 1.77 5.92 0.84  0.09
H 2.53 5.90 2.47  0.08
H -1.89 5.08 3.53  0.06
H -2.13 4.31 2.11  0.06
C -4.72 -5.03 0.54  -0.12
C -3.28 -4.64 0.95  -0.40
C -3.26 -3.25 1.64  -0.21
O -1.91 -2.85 1.89  -0.23
C -1.81 -1.48 2.29  -0.11
N -2.63 -5.73 1.74  0.04
H -5.40 -5.09 1.39  0.06
H -4.84 -5.96 -0.02  0.06
H -5.27 -4.33 -0.10  0.04
H -2.71 -4.62 0.02  0.12
H -3.70 -3.31 2.64  0.11
H -3.84 -2.46 1.15  0.10
H -2.13 -1.38 3.33  0.08
H -2.43 -0.79 1.72  0.08
H -0.75 -1.21 2.23  0.06
H -1.78 -5.36 2.12  0.03
H -3.17 -5.84 2.60  0.05
C 2.32 -0.38 3.86  -0.05
C 2.02 -1.43 4.92  -0.40
C 2.41 -2.89 4.39  -0.18
O 1.59 -3.34 3.32  -0.22
C 0.50 -4.17 3.71  -0.08
N 2.79 -1.15 6.13  0.03
H 3.25 -0.63 3.36  0.07
H 2.36 0.61 4.31  0.08
H 1.56 -0.43 3.09  0.05
H 0.94 -1.45 5.07  0.13
H 2.52 -3.58 5.23  0.11
H 3.45 -2.95 4.05  0.10
H 0.76 -5.22 3.80  0.09
H -0.21 -4.17 2.88  0.06
H 0.01 -3.81 4.62  0.10
H 3.78 -1.06 5.94  0.07
H 2.81 -1.92 6.79  0.06
C 0.48 0.14 -3.48  -0.07
C -0.80 0.32 -4.32  -0.42
C -0.50 1.40 -5.45  -0.16
O -1.68 1.52 -6.26  -0.20
C -1.61 2.45 -7.28  -0.15
N -0.99 -0.94 -4.98  0.03
H 0.27 -0.68 -2.80  0.06
H 0.76 1.05 -2.94  0.07
H 1.29 -0.16 -4.14  0.06
H -1.71 0.43 -3.72  0.11
H 0.29 1.04 -6.11  0.12
H -0.04 2.28 -5.01  0.11
H -1.38 3.45 -6.91  0.08
H -2.53 2.48 -7.86  0.08
H -0.88 2.17 -8.04  0.08
H -1.51 -1.54 -4.35  0.03
H -1.69 -0.73 -5.68  0.05
C 3.63 -1.06 -2.77  -0.06
C 4.16 -0.57 -1.46  -0.45
C 4.64 -1.66 -0.51  -0.19
O 5.02 -1.19 0.80  -0.22
C 5.62 -2.16 1.68  -0.09
N 5.26 0.32 -1.83  0.04
H 3.48 -0.33 -3.57  0.09
H 2.81 -1.75 -2.59  0.08
H 4.39 -1.77 -3.11  0.08
H 3.40 0.05 -0.98  0.12
H 5.50 -2.15 -0.96  0.12
H 3.83 -2.36 -0.35  0.11
H 4.92 -2.92 2.04  0.07
H 5.96 -1.63 2.57  0.08
H 6.46 -2.53 1.09  0.08
H 5.85 -0.25 -2.42  0.06
H 5.83 0.50 -1.02  0.06
O 1.46 -2.15 0.87  -0.05
H 1.01 -2.53 1.63  0.02
H 2.30 -1.86 1.22  0.03
O 0.26 -3.16 -1.41  -0.09
H 0.89 -2.96 -0.72  -0.03
H -0.48 -2.58 -1.23  -0.02
O 0.35 0.59 0.10  -0.07
H -0.54 0.35 -0.14  -0.01
H 0.76 -0.23 0.38  0.01
O -2.00 -0.44 -0.98  -0.09
H -2.32 0.18 -1.64  -0.02
H -2.18 -1.30 -1.36  -0.01
O 2.25 2.45 -0.62  -0.08
H 1.51 1.84 -0.61  -0.04
H 2.83 2.13 0.07  0.02